DFT (ωB97M-V with the def2-TZVPD basis set) results for C7H17LaO3 as an isolated structure.

The value obtained for the gap between HOMO and LUMO (spin up / spin down) is 6.9 / 6.9 eV. The calculation puts the energy relative to the best compared isomer or geometry (same formula, charge and spin) at 276.5 kJ/mol. For the LUMO energy (spin up / spin down), the calculation gives -8.221 / -8.220 eV. As for the HOMO energy (spin up / spin down): -0.5548 / -0.5547 hartree. The calculation puts the largest force on an atom at 3.0 eV/A.

Geometry as ORCA input:
```
! wB97M-V def2-TZVPD RIJCOSX def2/J DEFGRID3
* xyz 2 1
H -3.181 0.947 -0.412
H 2.988 -1.905 -0.391
C -2.451 0.460 0.256
H -0.298 2.095 0.956
H 1.433 3.123 -1.549
H 3.699 -0.936 -1.696
C 1.133 2.122 -1.211
C -1.983 -2.984 1.490
H -2.885 -2.991 2.116
La 0.340 -0.829 0.492
C 3.280 -0.890 -0.682
H 4.005 -0.500 0.045
O -1.156 0.545 -0.281
C 0.267 2.272 0.035
C -2.843 -0.996 0.436
H 3.038 1.724 -0.280
H -0.252 3.240 -0.085
H 2.923 1.254 -2.038
C 2.399 1.304 -1.074
O 2.122 -0.058 -0.715
H 0.544 1.676 -2.031
H -2.104 -3.654 0.627
H -3.725 -1.088 1.086
H -2.484 0.962 1.240
H -3.050 -1.480 -0.532
H -1.126 -3.305 2.092
O -1.731 -1.657 1.050
H 1.097 1.551 1.058
*
```

DFT (ωB97M-V with the def2-TZVPD basis set) results for one molecule with the formula C7H17N.

The value obtained for the gap between HOMO and LUMO is 10.0 eV. The calculation puts the energy relative to the best compared isomer or geometry (same formula, charge and spin) at 233.8 kJ/mol. For the LUMO energy, the calculation gives 1.088 eV. As for the HOMO energy: -0.3263 hartree. The calculation puts the largest force on an atom at 2.9 eV/A.

Geometry as ORCA input:
```
! wB97M-V def2-TZVPD RIJCOSX def2/J DEFGRID3
* xyz 0 1
H -1.398 1.062 1.238
C -1.185 -1.804 1.986
H 1.634 0.326 -0.057
N -1.138 0.281 0.594
C -0.439 0.997 -0.614
H -1.713 0.018 3.108
C -2.187 -0.987 2.849
H -2.999 -0.720 2.159
C 1.712 1.287 -2.040
H 0.519 -0.307 1.963
H -0.780 -2.660 2.618
H 0.259 -1.239 0.519
H -0.247 2.084 -0.372
H 1.929 -0.478 -3.112
H 1.005 2.080 -2.542
C 0.988 0.454 -1.014
H -1.772 -2.429 1.354
H -1.213 0.989 -1.396
H 3.461 0.359 -3.008
C 2.415 0.439 -3.089
H -2.455 -1.523 3.776
H 0.969 -0.631 -1.204
H 2.369 2.010 -1.490
H 2.263 0.931 -4.041
C -0.281 -0.693 1.310
*
```

DFT (ωB97M-V with the def2-TZVPD basis set) results for a 2-piece molecular cluster, C7H17N overall.

The value obtained for the gap between HOMO and LUMO is 8.8 eV. The calculation puts the energy relative to the best compared isomer or geometry (same formula, charge and spin) at 248.3 kJ/mol. For the LUMO energy, the calculation gives 1.006 eV. As for the HOMO energy: -0.2849 hartree. The calculation puts the largest force on an atom at 5.4 eV/A.

Geometry as ORCA input:
```
! wB97M-V def2-TZVPD RIJCOSX def2/J DEFGRID3
* xyz 0 1
C -2.428 0.246 0.137
H -1.162 0.914 -2.494
H -0.150 -1.934 -0.107
H -1.285 -0.785 -2.035
H 0.276 2.948 -1.110
H 0.937 0.165 0.962
H 0.660 -2.801 1.242
H -0.581 1.804 1.237
H 1.513 1.710 -0.953
C 1.379 -1.037 1.226
C -1.054 0.558 -0.372
H 3.008 -2.066 0.490
H 1.322 2.917 0.318
H -3.193 0.669 -0.516
C -0.788 0.157 -1.795
H 2.188 -1.134 -0.640
H -0.664 -1.671 1.647
C 0.136 -1.854 0.939
C -0.187 1.380 0.318
N 2.474 -1.220 0.327
H 1.712 -1.109 2.260
H 0.279 0.045 -1.987
H -2.582 0.641 1.140
C 0.782 2.296 -0.395
H -2.594 -0.838 0.160
*
```

DFT (ωB97M-V with the def2-TZVPD basis set) results for a 2-piece molecular cluster, C7H17N overall.

The value obtained for the gap between HOMO and LUMO is 10.6 eV. The calculation puts the energy relative to the best compared isomer or geometry (same formula, charge and spin) at 147.3 kJ/mol. For the LUMO energy, the calculation gives 1.044 eV. As for the HOMO energy: -0.3525 hartree. The calculation puts the largest force on an atom at 2.3 eV/A.

Geometry as ORCA input:
```
! wB97M-V def2-TZVPD RIJCOSX def2/J DEFGRID3
* xyz 0 1
H -0.349 3.544 0.376
H 2.565 -0.993 2.294
H 1.450 0.316 -2.060
C -0.509 1.457 -0.228
N 1.019 -1.267 0.853
H -2.017 2.995 -0.145
C 2.032 -0.686 1.375
H -1.395 -3.553 1.405
H -0.677 -3.068 -0.242
H 1.090 -3.213 1.601
H -1.552 -1.892 0.759
H 0.459 1.248 0.237
H 0.545 0.488 -3.478
C -0.301 1.603 -1.751
H 0.176 2.544 -1.968
C 0.411 0.432 -2.368
C -0.907 -2.781 0.811
H 2.355 0.248 0.941
H -1.334 1.666 -2.145
H -1.317 2.543 1.416
H 0.176 -2.086 2.574
C 0.396 -2.397 1.560
H -0.101 -0.501 -2.214
C -1.058 2.728 0.410
H -1.159 0.621 -0.014
*
```

DFT (ωB97M-V with the def2-TZVPD basis set) results for one molecule with the formula C7H17N.

The value obtained for the gap between HOMO and LUMO is 9.3 eV. The calculation puts the energy relative to the best compared isomer or geometry (same formula, charge and spin) at 94.7 kJ/mol. For the LUMO energy, the calculation gives 1.080 eV. As for the HOMO energy: -0.3035 hartree. The calculation puts the largest force on an atom at 1.9 eV/A.

Geometry as ORCA input:
```
! wB97M-V def2-TZVPD RIJCOSX def2/J DEFGRID3
* xyz 0 1
C 0.396 2.012 0.872
H -1.074 0.529 -0.659
H 0.672 1.944 1.918
H 1.397 -1.820 0.621
H 0.846 -1.539 -1.651
C -0.175 -0.042 -0.432
C 0.886 3.267 0.149
C -0.644 -1.162 0.498
C -1.826 -1.951 -0.112
H 1.702 0.733 -0.234
H -1.073 -0.643 1.361
H -1.431 -2.548 -0.939
N 0.823 0.778 0.252
H -0.689 2.137 0.866
H -0.561 -0.761 -2.356
C 0.424 -2.138 1.021
H 0.457 -2.223 2.100
H 0.759 3.131 -0.920
H -2.626 -1.295 -0.439
H -2.223 -2.636 0.639
C 0.326 -0.589 -1.757
H 1.933 3.545 0.355
H 0.302 -3.081 0.493
H 0.446 4.180 0.568
H 0.955 0.173 -2.214
*
```

DFT (ωB97M-V with the def2-TZVPD basis set) results for an isolated ion of composition C7H17N2 and charge +1.

The value obtained for the gap between HOMO and LUMO is 7.7 eV. The calculation puts the energy relative to the best compared isomer or geometry (same formula, charge and spin) at 341.0 kJ/mol. For the LUMO energy, the calculation gives -3.224 eV. As for the HOMO energy: -0.4020 hartree. The calculation puts the largest force on an atom at 4.7 eV/A.

Geometry as ORCA input:
```
! wB97M-V def2-TZVPD RIJCOSX def2/J DEFGRID3
* xyz 1 1
C 0.229 -1.725 0.591
H 0.490 -2.235 1.481
H -0.145 0.204 1.703
H 1.857 1.491 -1.880
H 2.367 -1.625 0.256
H 1.892 0.282 1.859
H -2.313 -1.595 -0.513
H 1.543 -1.829 -1.128
C 2.132 0.839 0.968
C -1.980 -0.590 -0.896
C -2.195 1.242 0.677
H 0.142 1.511 -1.145
H -1.206 -0.731 -1.638
H 3.197 0.797 0.776
H -2.308 1.284 1.827
H -1.927 2.230 0.170
N 1.510 -1.330 -0.214
H 0.616 0.138 -2.167
H -2.683 0.047 -1.379
C -0.309 -0.355 0.803
C 1.456 0.136 -0.196
H 1.642 1.855 0.994
C 1.038 0.834 -1.406
H -0.343 -2.282 -0.088
N -1.423 0.127 0.217
H -3.278 1.282 0.327
*
```

DFT (ωB97M-V with the def2-TZVPD basis set) results for C7H17N2O5 as an isolated structure.

The value obtained for the gap between HOMO and LUMO is 8.9 eV. The calculation puts the energy relative to the best compared isomer or geometry (same formula, charge and spin) at 1049.4 kJ/mol. For the LUMO energy, the calculation gives -4.194 eV. As for the HOMO energy: -0.4818 hartree. The calculation puts the largest force on an atom at 4.9 eV/A.

Geometry as ORCA input:
```
! wB97M-V def2-TZVPD RIJCOSX def2/J DEFGRID3
* xyz 1 1
N 1.758 -0.221 0.333
H 0.862 -0.312 3.219
H -3.009 -0.044 1.807
C -3.058 -0.794 1.051
H -1.906 4.115 -0.518
C -0.025 0.268 -0.008
C -0.931 -2.884 -1.134
H -2.205 3.678 1.265
C -1.628 3.460 0.340
H -4.058 -0.878 0.596
C 1.689 -0.816 2.592
O -2.254 -0.408 -0.112
H -0.143 -2.961 -1.996
O -0.427 -1.960 -0.137
H 0.935 0.780 -2.169
C 2.493 0.586 -0.688
O -0.174 1.533 0.166
H 3.449 0.275 -0.537
O 2.001 0.153 1.572
H -2.700 -1.752 1.438
H -0.922 -3.780 -0.524
H 2.710 0.680 -2.714
H 2.567 -0.874 3.111
H 2.485 1.713 -0.494
O -1.627 2.085 -0.056
N -0.922 -0.651 -0.084
H 1.955 -0.644 -2.305
H 1.311 -1.751 1.994
H -1.949 -2.708 -1.532
H -0.557 3.693 0.595
C 1.898 0.387 -2.053
*
```

DFT (ωB97M-V with the def2-TZVPD basis set) results for C7H17N2OS2 as an isolated structure.

The value obtained for the gap between HOMO and LUMO (spin up / spin down) is 7.9 / 7.9 eV. The calculation puts the energy relative to the best compared isomer or geometry (same formula, charge and spin) at 113.2 kJ/mol. For the LUMO energy (spin up / spin down), the calculation gives -4.098 / -4.098 eV. As for the HOMO energy (spin up / spin down): -0.4409 / -0.4409 hartree. The calculation puts the largest force on an atom at 3.7 eV/A.

Geometry as ORCA input:
```
! wB97M-V def2-TZVPD RIJCOSX def2/J DEFGRID3
* xyz 1 1
H 0.076 0.401 -2.826
H 1.376 -2.625 0.600
H -0.462 -1.835 -0.187
H 0.217 -1.575 -1.709
H 2.149 -2.452 -1.135
H -4.066 0.887 -1.305
C -0.847 0.096 -1.108
N 1.226 0.123 1.099
S -3.406 1.930 -0.635
S -4.139 1.733 1.145
H 1.990 -0.045 -0.845
C 0.811 1.572 0.977
H -0.741 1.900 -2.216
C 0.443 -0.475 2.176
H -0.279 1.478 1.257
C 1.388 -0.716 -0.259
C -0.801 0.807 -2.470
H 2.143 0.125 1.380
H 0.941 -1.346 2.557
H -1.459 0.514 -3.263
O -1.955 0.028 0.907
C 2.080 -2.030 -0.053
C 0.065 -1.055 -0.777
H 1.247 2.256 1.738
H 0.872 1.995 0.036
H -0.587 -0.564 1.841
H 0.371 0.198 3.017
H 3.111 -1.801 0.324
N -1.762 0.475 -0.264
*
```

DFT (ωB97M-V with the def2-TZVPD basis set) results for a 2-piece molecular cluster, C7H17N2S overall.

The value obtained for the gap between HOMO and LUMO is 8.7 eV. The calculation puts the energy relative to the best compared isomer or geometry (same formula, charge and spin) at 183.7 kJ/mol. For the LUMO energy, the calculation gives -4.081 eV. As for the HOMO energy: -0.4694 hartree. The calculation puts the largest force on an atom at 3.9 eV/A.

Geometry as ORCA input:
```
! wB97M-V def2-TZVPD RIJCOSX def2/J DEFGRID3
* xyz 1 1
C -2.859 0.340 1.187
H -2.345 1.125 -2.063
H 1.028 0.897 0.975
H -3.295 3.217 0.440
H -4.366 -1.355 0.682
H -1.980 0.274 1.879
C -2.565 0.540 -1.135
H -3.634 0.893 1.659
H 3.242 -0.305 0.655
H 3.079 -2.786 0.322
C 2.444 -2.359 1.045
C 2.522 -0.854 1.289
S -2.736 -1.176 -1.063
H 1.435 -2.697 0.731
H 1.196 -0.056 -1.076
H 0.659 -1.514 -0.623
H -2.700 -1.843 1.248
H -1.644 2.980 0.749
H -2.147 3.063 -0.811
H 0.372 -0.477 1.601
C -2.436 2.635 0.181
H 2.962 -0.574 2.224
N -2.638 1.228 -0.002
C -3.271 -1.006 0.735
N 0.566 -0.506 -0.408
H 2.530 -2.939 1.994
C 1.138 -0.235 0.934
*
```